Below is a structure of composition C32H41Cl3IN8O5PRbS2, with properties calculated with ωB97M-V/def2-TZVPD.

The calculation puts the total energy at -4898.44546 a.u. For the lowest unoccupied orbital energy (alpha / beta), the calculation gives 1.69 / 1.25 eV. The calculation puts the gap between HOMO and LUMO (alpha / beta) at 7.18 / 4.65 eV. For the HOMO energy (alpha / beta), the calculation gives -5.49 / -3.40 eV. For the energy above the lowest of the compared OMol25 structures with the same formula, charge and spin, the calculation gives 1.0093 eV. The total charge is -1.

Cartesian coordinates (Å):
Rb1 0.78719 0.15901 -0.07441
C1 -4.35027 1.62502 -1.35191
C2 -2.88900 1.32156 -1.17332
N1 -2.32854 1.09307 -0.05272
N2 -3.17256 1.02226 1.03265
C3 -2.77353 1.40394 2.27339
N3 -3.61634 0.92548 3.25787
S1 -1.48142 2.37229 2.57843
C4 -2.02043 1.23220 -2.38227
C5 -2.04295 2.22243 -3.35440
C6 -1.23389 2.06764 -4.47172
C7 -0.45393 0.93077 -4.57971
C8 -0.49084 -0.00292 -3.55089
N4 -1.25970 0.14033 -2.47213
H1 -4.71575 2.27502 -0.55525
H2 -4.93807 0.70099 -1.34130
H3 -4.52785 2.10031 -2.31331
H4 -4.09825 0.63951 0.90839
H5 -3.92509 -0.03089 3.14814
H6 -3.28098 1.13777 4.18546
H7 -2.65318 3.10734 -3.22771
H8 -1.21276 2.83115 -5.23993
H9 0.18294 0.75206 -5.43609
H10 0.11355 -0.90245 -3.61308
C9 4.65599 4.59929 -5.84273
C10 3.96869 4.32890 -4.53086
C11 2.82537 3.53636 -4.48131
C12 2.17722 3.28459 -3.28091
C13 2.66850 3.84144 -2.11111
C14 3.80395 4.63668 -2.13738
C15 4.45035 4.87138 -3.34154
S2 1.85230 3.52341 -0.56046
O1 1.78010 4.79221 0.13153
O2 0.60238 2.88620 -0.92058
N5 2.82390 2.46543 0.12435
C16 3.47018 2.82059 1.25522
C17 2.51859 1.95611 3.11894
O3 3.10117 2.55411 3.95792
O4 1.75434 1.14837 2.70940
H11 4.79895 3.67840 -6.41089
H12 5.63285 5.05803 -5.68912
H13 4.06324 5.27613 -6.46246
H14 2.43746 3.10224 -5.39786
H15 1.30740 2.64396 -3.23185
H16 4.17622 5.06692 -1.21567
H17 5.34282 5.48743 -3.36088
H18 3.42763 3.84004 1.62838
H19 4.33878 2.22242 1.51452
I1 -1.48941 -0.66642 6.40140
C18 -1.41353 -1.54034 4.50944
C19 -2.09105 -2.71703 4.24066
C20 -2.03510 -3.22035 2.94969
C21 -1.32129 -2.51704 1.98896
N6 -0.67169 -1.38682 2.25692
C22 -0.70036 -0.90907 3.49653
H20 -2.65024 -3.22460 5.01589
H21 -2.54150 -4.14071 2.68927
H22 -1.26633 -2.86085 0.96217
H23 -0.15477 0.01015 3.67172
Cl1 -2.36778 -2.71264 -4.59580
C23 -1.44349 -3.67822 -3.56252
Cl2 1.18862 -3.04404 -4.75228
Cl3 -1.32209 -5.34428 -3.86925
C24 -0.99778 -3.18558 -2.33772
N7 -0.63757 -2.77282 -1.31890
C25 2.24516 -5.13631 -1.86940
C26 2.19260 -5.08804 -0.33710
C27 0.83244 -5.58686 0.17197
C28 3.31904 -5.93082 0.26406
C29 2.36542 -3.68613 0.09512
N8 2.50835 -2.60243 0.44809
H24 2.02882 -6.15361 -2.20303
H25 3.23565 -4.85994 -2.23456
H26 1.52653 -4.46022 -2.33473
H27 0.70128 -6.63029 -0.12180
H28 0.02530 -4.99886 -0.25963
H29 0.77215 -5.51808 1.25946
H30 3.20435 -6.96323 -0.07013
H31 3.28856 -5.91109 1.35428
H32 4.29322 -5.56739 -0.06434
C30 4.10277 -1.89284 -2.79292
P1 3.51417 -0.22871 -3.12766
C31 3.40172 -0.13004 -4.92187
C32 4.84215 0.89206 -2.63926
O5 2.23133 0.08606 -2.44114
H33 5.06684 -2.07802 -3.27103
H34 3.35109 -2.57560 -3.19858
H35 4.18591 -2.03089 -1.71422
H36 4.36414 -0.33297 -5.39567
H37 3.06543 0.86979 -5.19842
H38 2.67154 -0.88066 -5.23873
H39 5.80508 0.56225 -3.03388
H40 4.87194 0.92532 -1.54888
H41 4.62236 1.89820 -2.99947

***

Below is a structure of composition C32H41ClN3O2P2ReS in a non-equilibrium geometry, with properties calculated with ωB97M-V/def2-TZVPD.

As for the expectation value of S²: 3.93. The calculation puts the total energy at -3176.89858 a.u. For the lowest unoccupied orbital energy (alpha / beta), the calculation gives -10.18 / -9.47 eV. The calculation puts the gap between HOMO and LUMO (alpha / beta) at 3.60 / 6.29 eV. For the HOMO energy (alpha / beta), the calculation gives -13.79 / -15.76 eV. The spin multiplicity is 4. For the energy above the lowest of the compared OMol25 structures with the same formula, charge and spin, the calculation gives 7.6067 eV. The total charge is +3.

Cartesian coordinates (Å):
Re1 1.16372 0.00799 -0.70241
Cl1 -0.28607 6.22691 2.39438
C1 0.36446 4.76587 1.73732
C2 1.17373 3.98949 2.66517
C3 1.82505 2.77995 2.48829
C4 1.52482 1.80458 1.53256
O1 2.30348 1.05992 0.90104
C5 0.25729 3.08891 -0.12478
C6 0.55945 2.86332 -1.44391
O2 0.80843 1.56060 -1.93153
C7 0.16637 4.45284 0.43367
H1 1.30870 4.47809 3.62463
H2 2.80957 2.61912 2.92348
H3 0.55895 3.65500 -2.22073
H4 -0.19116 5.21219 -0.29237
C8 4.80297 -1.12023 -1.09878
P1 3.34618 -0.13038 -1.76574
C9 4.11931 1.47911 -2.06548
C10 3.03013 -1.05650 -3.28616
C11 4.01667 -1.09019 -4.25136
C12 3.68750 -1.60298 -5.56592
C13 2.43751 -2.03598 -5.84241
C14 1.40083 -1.97508 -4.86650
C15 1.70890 -1.38355 -3.64959
P2 0.31448 -1.31460 -2.49348
C16 -0.15487 -3.09419 -2.37003
C17 -0.98986 -0.56792 -3.63404
H5 5.73874 -0.56800 -1.23692
H6 4.70714 -2.05784 -1.59068
H7 4.64429 -1.14557 -0.00542
H8 5.04501 1.27878 -2.53220
H9 4.24152 2.03198 -1.12823
H10 3.40541 2.01110 -2.74325
H11 4.95196 -0.59618 -4.09829
H12 4.41645 -1.40386 -6.26876
H13 2.13149 -2.29216 -6.85711
H14 0.33398 -2.27655 -4.92556
H15 -0.17894 -3.64446 -3.32894
H16 -1.18505 -3.19081 -1.95984
H17 0.47744 -3.61003 -1.72037
H18 -1.68398 -1.29921 -4.03392
H19 -0.56865 0.09732 -4.35064
H20 -1.60962 -0.01988 -2.91578
C18 -3.09185 -3.10281 2.28266
N1 -2.12037 -1.94748 2.28937
C19 -1.26017 -2.00730 3.47528
C20 -1.40151 -1.88263 0.96260
C21 0.03354 -2.33922 0.95805
C22 0.25269 -3.67259 1.35577
C23 1.50664 -4.17685 1.53861
C24 2.57821 -3.32890 1.47818
C25 2.37888 -2.01103 1.18911
C26 1.15623 -1.53918 0.59280
H21 -3.75761 -3.02730 3.15382
H22 -2.52914 -4.08301 2.24023
H23 -3.73083 -2.91666 1.44393
H24 -2.62787 -1.03086 2.32791
H25 -0.77772 -2.99435 3.43247
H26 -1.90388 -2.00001 4.39221
H27 -0.56296 -1.21477 3.51942
H28 -1.56590 -0.86260 0.50166
H29 -2.02457 -2.56625 0.39729
H30 -0.60742 -4.29042 1.62647
H31 1.74693 -5.23726 1.72205
H32 3.56009 -3.62913 1.85301
H33 3.25465 -1.35589 1.28522
C27 -4.73094 4.51114 0.59398
C28 -4.07470 3.30766 1.27464
C29 -4.53231 2.68531 2.41808
C30 -3.86890 1.53633 2.92445
N2 -2.82813 1.00249 2.26510
C31 -2.26734 1.73952 1.34626
S1 -0.27328 1.62652 0.95355
N3 -2.84024 2.83676 0.79521
C32 -4.19025 0.85962 4.19893
H34 -5.37601 4.22885 -0.29459
H35 -3.93641 5.19164 0.21962
H36 -5.54846 5.05084 1.16659
H37 -5.42375 3.09037 2.97418
H38 -2.38377 3.49481 0.11903
H39 -5.03262 1.47579 4.69413
H40 -3.41728 0.71721 4.91893
H41 -4.71543 -0.12528 4.01441

***

Below is a structure of composition C32H41FN5O14P2PmSe in a non-equilibrium geometry, with properties calculated with ωB97M-V/def2-TZVPD.

As for the expectation value of S²: 6.00. The calculation puts the total energy at -6363.99863 a.u. For the lowest unoccupied orbital energy (alpha / beta), the calculation gives -0.95 / -0.95 eV. The calculation puts the gap between HOMO and LUMO (alpha / beta) at 7.62 / 7.62 eV. For the HOMO energy (alpha / beta), the calculation gives -8.57 / -8.57 eV. The spin multiplicity is 5. For the energy above the lowest of the compared OMol25 structures with the same formula, charge and spin, the calculation gives 0.1726 eV. The total charge is 0.

Cartesian coordinates (Å):
Pm1 0.29940 0.09767 1.28526
O1 2.10224 -1.19268 4.90233
C1 1.60198 -1.26483 3.78536
O2 1.94550 -0.61054 2.72273
C2 0.37954 -2.15889 3.59389
C3 -0.16056 -3.03011 4.53965
C4 -1.34179 -3.72886 4.18758
C5 -1.90517 -3.57550 2.92120
C6 -1.28828 -2.68340 2.03322
N1 -0.20367 -2.03799 2.40618
C7 -1.73845 -2.36155 0.61064
O3 -2.58421 -3.04592 0.05185
O4 -1.12193 -1.33157 0.11704
H1 0.36192 -3.18857 5.48067
H2 -1.87241 -4.39537 4.83656
H3 -2.77375 -4.12590 2.65139
C8 -2.56478 2.66396 -4.72050
C9 -1.73721 2.73326 -3.42962
C10 -2.46261 3.26620 -2.19739
O5 -1.29051 1.40784 -3.22224
P1 -0.16130 0.94403 -2.22776
O6 -0.38045 1.33582 -0.81187
C11 -0.25040 -0.77928 -2.46214
P2 1.17758 -1.63893 -1.80987
O7 1.61360 -1.13500 -0.46652
O8 2.31900 -1.45805 -2.87556
C12 2.52689 -2.00386 -4.18519
C13 1.31592 -1.91715 -5.12521
C14 3.14028 -3.37907 -4.00338
O9 0.82721 -3.15541 -1.90804
C15 0.64263 -4.09306 -0.80780
C16 1.97589 -4.89670 -0.67015
C17 -0.48444 -4.99457 -1.26589
O10 1.22086 1.35392 -2.78665
C18 1.85931 2.63267 -2.58226
C19 2.60475 2.69708 -1.26957
C20 2.72066 2.79157 -3.80682
H4 -2.76628 3.69550 -5.02021
H5 -3.51143 2.13815 -4.55623
H6 -1.98501 2.10750 -5.47554
H7 -0.85725 3.35090 -3.68637
H8 -3.43709 2.79771 -2.11089
H9 -2.48801 4.36262 -2.31096
H10 -1.95591 2.94226 -1.30916
H11 -0.37226 -1.05408 -3.50498
H12 -1.12551 -1.11435 -1.92647
H13 3.25694 -1.30166 -4.58245
H14 0.53402 -2.64402 -4.87859
H15 1.64581 -2.21781 -6.12172
H16 0.91499 -0.91572 -5.27394
H17 2.36677 -4.12419 -3.74741
H18 3.88050 -3.34287 -3.19291
H19 3.70041 -3.70054 -4.89952
H20 0.46970 -3.55190 0.12261
H21 2.04749 -5.53536 -1.53738
H22 1.95749 -5.58701 0.17603
H23 2.83696 -4.23850 -0.61094
H24 -0.22844 -5.43629 -2.22588
H25 -1.39609 -4.40085 -1.40109
H26 -0.64904 -5.77473 -0.49982
H27 1.02672 3.39367 -2.54328
H28 3.38607 1.92902 -1.24821
H29 1.90033 2.51008 -0.42929
H30 3.05456 3.69149 -1.14109
H31 3.43814 1.97320 -3.88701
H32 3.27630 3.73765 -3.84085
H33 2.11136 2.73217 -4.71424
F1 4.07790 2.09284 6.43735
C21 3.31863 3.07055 5.93481
C22 2.20826 2.73770 5.27345
N2 1.40815 3.71292 4.75049
C23 0.12678 3.36319 4.17222
C24 0.21497 2.24369 3.09673
O11 0.76753 2.44236 1.98227
O12 -0.23162 1.12452 3.44858
C25 1.70479 5.08337 4.87873
O13 0.99230 5.98126 4.47345
N3 2.93849 5.33362 5.43331
C26 3.71878 4.45627 6.16506
O14 4.65318 4.84660 6.86209
H34 1.86123 1.72461 5.11233
H35 -0.19992 4.32773 3.80023
H36 -0.55871 3.04862 4.96867
H37 3.13579 6.32091 5.59979
Se1 -2.88604 0.79315 3.56304
N4 -2.36375 0.74160 1.85099
C27 -3.40155 0.29554 1.14019
C28 -3.46792 0.16619 -0.25340
C29 -4.54316 -0.42824 -0.82169
C30 -5.67548 -0.79886 -0.06525
C31 -5.74918 -0.57276 1.28250
C32 -4.59238 -0.04397 1.91132
N5 -4.51184 0.16751 3.23231
H38 -2.58974 0.38045 -0.82771
H39 -4.54330 -0.61284 -1.88297
H40 -6.54006 -1.30306 -0.49948
H41 -6.61761 -0.85883 1.86727